[1]
{"formula": "C10H20N2O4", "method": "ωB97M-V with the def2-TZVPD basis set", "symbols": ["C", "C", "C", "C", "C", "C", "C", "C", "C", "C", "H", "H", "H", "H", "H", "H", "H", "H", "H", "H", "H", "H", "H", "H", "H", "H", "H", "H", "H", "H", "N", "N", "O", "O", "O", "O"], "positions_angstrom": [[2.386, -0.917, 1.404], [1.280, -0.474, 0.317], [2.254, -2.541, 1.511], [3.345, -2.997, 2.527], [-1.077, 0.443, 0.024], [-1.612, -0.898, -0.396], [-0.804, 1.651, -1.031], [-1.839, 2.108, -2.235], [-1.121, 2.987, -3.296], [-3.154, 2.549, -1.536], [1.027, -1.430, 2.546], [2.790, -1.402, 3.642], [3.411, -0.633, 0.940], [2.553, -2.941, 0.583], [0.281, -2.955, 1.057], [4.107, -1.959, 2.810], [2.873, -3.532, 3.619], [4.100, -3.932, 1.973], [0.269, 0.705, 1.750], [-2.200, 0.651, 0.633], [0.263, 1.609, -1.585], [-0.675, 2.571, -0.154], [-1.803, 0.951, -2.955], [-0.487, 2.229, -3.950], [-1.981, 3.162, -3.960], [-0.571, 3.831, -2.818], [-3.058, 3.524, -0.707], [-3.573, 1.765, -0.757], [-4.033, 2.595, -2.305], [-3.359, 0.235, -1.059], [1.847, -0.578, 2.732], [0.214, 0.335, 0.797], [1.624, -0.859, -0.790], [0.988, -3.132, 1.667], [-1.492, -1.982, 0.204], [-2.774, -0.739, -1.203]], "nbo_charge": [-0.19, 0.69, 0.04, -0.69, -0.15, 0.78, -0.42, -0.23, -0.63, -0.63, 0.38, 0.33, 0.23, 0.19, 0.52, 0.23, 0.25, 0.25, 0.45, 0.25, 0.25, 0.20, 0.23, 0.23, 0.22, 0.22, 0.24, 0.17, 0.24, 0.50, -0.84, -0.67, -0.60, -0.74, -0.57, -0.74], "multiplicity": 1, "e_above_lowest_ev": 12.616, "total_charge": 0, "orbital_gap_ha": 0.3307, "energy_ev": -21853.8088, "e_lumo_ev": -0.1}

***

[2]
{"formula": "C45H41InN3O10S4", "method": "ωB97M-V with the def2-TZVPD basis set", "symbols": ["In", "O", "C", "C", "N", "C", "C", "O", "O", "C", "C", "O", "O", "H", "H", "H", "H", "H", "H", "H", "H", "H", "C", "C", "C", "C", "C", "C", "C", "S", "O", "C", "C", "C", "C", "C", "C", "C", "C", "C", "C", "C", "C", "C", "C", "C", "C", "C", "C", "C", "C", "S", "O", "C", "C", "C", "C", "C", "C", "C", "H", "H", "H", "H", "H", "H", "H", "H", "H", "H", "H", "H", "H", "H", "H", "H", "H", "H", "H", "H", "H", "H", "H", "H", "H", "H", "N", "C", "C", "C", "C", "C", "N", "H", "H", "H", "H", "H", "H", "O", "S", "O", "O", "S"], "positions_angstrom": [[-2.681, -1.144, 0.424], [-4.835, -1.064, -0.517], [-5.796, -1.167, 0.526], [-5.561, -0.048, 1.527], [-4.159, 0.002, 1.962], [-3.851, -0.723, 3.197], [-2.324, -0.812, 3.368], [-1.848, -0.773, 4.489], [-1.648, -0.878, 2.263], [-3.652, 1.379, 1.978], [-3.099, 1.834, 0.621], [-3.111, 3.023, 0.356], [-2.599, 0.902, -0.128], [-4.942, -0.212, -1.017], [-5.656, -2.154, 0.961], [-6.808, -1.104, 0.120], [-6.245, -0.119, 2.381], [-5.776, 0.897, 1.021], [-4.247, -1.738, 3.121], [-4.272, -0.235, 4.081], [-2.831, 1.459, 2.693], [-4.424, 2.086, 2.291], [5.149, -5.431, -1.196], [4.055, -4.673, -0.493], [2.864, -4.368, -1.140], [1.862, -3.656, -0.491], [2.069, -3.234, 0.811], [3.232, -3.565, 1.492], [4.219, -4.277, 0.836], [0.732, -2.363, 1.624], [0.546, -3.034, 2.932], [1.582, -0.798, 2.044], [1.256, -0.347, 3.345], [1.732, 0.848, 3.793], [2.549, 1.661, 2.974], [3.021, 2.923, 3.416], [3.771, 3.717, 2.599], [4.088, 3.284, 1.293], [3.649, 2.073, 0.841], [2.867, 1.224, 1.668], [2.356, -0.032, 1.204], [2.692, -0.434, -0.191], [4.012, -0.887, -0.507], [5.021, -1.002, 0.481], [6.277, -1.427, 0.153], [6.588, -1.774, -1.178], [5.634, -1.681, -2.150], [4.328, -1.228, -1.842], [3.329, -1.117, -2.843], [2.081, -0.673, -2.533], [1.777, -0.315, -1.201], [0.078, 0.181, -0.857], [-0.634, -0.097, -2.141], [0.303, 1.939, -0.723], [0.174, 2.504, 0.532], [0.319, 3.875, 0.672], [0.562, 4.678, -0.434], [0.666, 6.172, -0.287], [0.656, 4.085, -1.694], [0.524, 2.717, -1.848], [4.900, -5.600, -2.243], [5.316, -6.403, -0.728], [6.090, -4.878, -1.157], [2.715, -4.687, -2.165], [0.922, -3.435, -0.986], [3.346, -3.264, 2.528], [5.140, -4.523, 1.353], [0.600, -0.958, 3.952], [1.465, 1.197, 4.785], [2.763, 3.246, 4.419], [4.119, 4.683, 2.946], [4.670, 3.923, 0.641], [3.881, 1.763, -0.170], [4.781, -0.751, 1.507], [7.037, -1.506, 0.921], [7.586, -2.117, -1.426], [5.860, -1.952, -3.175], [3.575, -1.402, -3.860], [1.291, -0.604, -3.270], [-0.061, 1.879, 1.387], [0.221, 4.324, 1.653], [0.888, 6.451, 0.743], [-0.276, 6.649, -0.567], [1.448, 6.582, -0.929], [0.826, 4.710, -2.564], [0.568, 2.248, -2.825], [-3.431, 0.161, -3.271], [-4.557, 0.911, -3.318], [-5.069, 1.382, -4.547], [-6.219, 2.130, -4.545], [-6.858, 2.419, -3.337], [-6.297, 1.905, -2.188], [-5.190, 1.160, -2.162], [-2.920, -0.003, -4.117], [-2.886, 0.091, -2.423], [-4.546, 1.155, -5.467], [-6.619, 2.502, -5.480], [-7.759, 3.015, -3.293], [-6.755, 2.093, -1.222], [-3.499, -3.087, 1.238], [-3.356, -4.025, 0.065], [-2.653, -5.232, 0.404], [-4.616, -4.184, -0.621], [-2.067, -2.844, -1.162]], "mulliken_charge": [1.56, -0.10, -0.81, -0.81, 0.62, -1.10, 0.58, -0.76, 0.31, -1.41, 1.04, -0.83, 0.42, 0.05, 0.40, 0.46, 0.32, 0.46, 0.44, 0.45, 0.33, 0.45, -1.66, 1.22, -0.97, 0.08, -0.34, -0.52, -0.72, 1.19, -0.82, 0.82, -1.02, -1.52, 1.16, -1.05, -0.76, -0.83, -0.98, 1.24, -0.42, -0.87, 0.94, -0.81, -0.85, -0.82, -0.85, 1.08, -1.17, -0.99, 0.85, 0.78, -0.80, 0.73, 0.10, -0.96, 0.85, -1.83, -1.03, -0.74, 0.36, 0.38, 0.31, 0.31, 0.31, 0.52, 0.39, 0.72, 0.39, 0.44, 0.40, 0.43, 0.43, 0.51, 0.42, 0.40, 0.42, 0.36, 0.62, 0.35, 0.34, 0.38, 0.32, 0.41, 0.38, 0.51, -0.10, 0.63, -1.03, -0.22, -0.88, -0.21, -0.16, 0.20, -0.17, 0.36, 0.37, 0.40, 0.38, -0.69, 1.10, -0.63, -0.66, -0.27], "multiplicity": 1, "total_charge": -1, "orbital_gap_ha": 0.2851, "energy_ev": -120797.2576, "e_lumo_ev": 2.1}